(1)
C36H43N4O4SiY | the ωB97M-V functional and the def2-TZVPD basis

```
! RIJCOSX wB97M-V def2-TZVPD def2/J DEFGRID3
* xyz 0 1
Y 0.72696 0.13619 -1.06911
O 0.60274 2.06077 -2.22717
C -0.76421 2.54723 -1.91509
C -1.67144 1.65934 -0.79332
O -2.68354 2.29817 -0.33723
O -1.32996 0.48385 -0.44459
C -0.51352 3.97542 -1.36308
C -0.29853 4.18910 0.01173
C 0.00551 5.45880 0.50980
C 0.12734 6.53850 -0.35961
C -0.04459 6.34633 -1.72770
C -0.34842 5.07543 -2.22624
C -1.58399 2.49784 -3.22527
C -1.10165 1.83284 -4.36721
C -1.82777 1.82393 -5.56194
C -3.05841 2.47070 -5.63630
C -3.56665 3.11884 -4.51403
C -2.83800 3.13000 -3.32175
H 1.19350 2.67239 -1.82871
H -0.38773 3.36180 0.71522
H 0.13795 5.59519 1.57912
H 0.35609 7.52563 0.02970
H 0.05680 7.18234 -2.41279
H -0.45752 4.94667 -3.30041
H -0.14904 1.30896 -4.32749
H -1.43009 1.30239 -6.42705
H -3.62638 2.45727 -6.56087
H -4.53451 3.60930 -4.55326
H -3.25748 3.62928 -2.44797
C -2.20535 -1.44020 1.60028
C -1.22672 -2.53111 2.09378
C -2.03537 -3.72224 2.63814
C -0.35409 -1.95163 3.23131
Si -0.00971 -3.06164 0.54606
O 0.80450 -1.69374 0.04863
C -1.01103 -3.79451 -0.91064
C -1.80511 -4.95026 -0.79772
C -2.52377 -5.43671 -1.89442
C -2.46371 -4.78044 -3.12066
C -1.68442 -3.63593 -3.25595
C -0.96467 -3.14655 -2.16355
C 1.23896 -4.41312 1.07146
C 0.85192 -5.68155 1.54085
C 1.80845 -6.62851 1.92023
C 3.16540 -6.32794 1.83886
C 3.57155 -5.08009 1.37706
C 2.61974 -4.13111 0.99661
H -2.86054 -1.10734 2.41356
H -2.84576 -1.81113 0.79171
H -1.67268 -0.55866 1.22549
H -2.67807 -3.40506 3.46827
H -1.38651 -4.51478 3.02197
H -2.68964 -4.15416 1.87544
H -0.97615 -1.62758 4.07355
H 0.22310 -1.08244 2.89541
H 0.35523 -2.69553 3.61206
H -1.88445 -5.49852 0.13657
H -3.13152 -6.33250 -1.79153
H -3.02208 -5.16165 -3.97152
H -1.63267 -3.12140 -4.21226
H -0.36102 -2.24728 -2.30194
H -0.19354 -5.96483 1.62222
H 1.49330 -7.60539 2.27915
H 3.90649 -7.06638 2.13304
H 4.63003 -4.84158 1.30961
H 2.97015 -3.16172 0.63682
C 0.42555 1.38734 1.82213
N 1.49710 1.31675 0.81023
C 1.88426 2.68329 0.41065
N 2.36967 3.43451 1.58573
C 1.29567 3.49072 2.59942
N 0.89968 2.12714 3.00888
C 2.07824 1.43409 3.56990
N 3.15968 1.35826 2.56562
C 2.66757 0.62437 1.38252
C 3.53419 2.72919 2.16047
H 0.10467 0.36208 2.11241
H -0.47290 1.88560 1.39405
H 1.01707 3.20809 -0.04852
H 2.67468 2.64351 -0.37177
H 0.41554 4.03850 2.19373
H 1.63812 4.07059 3.48584
H 1.79600 0.41090 3.90543
H 2.43815 1.96817 4.47806
H 2.39675 -0.41790 1.66297
H 3.47413 0.54243 0.61997
H 4.36417 2.69542 1.41931
H 3.92623 3.29228 3.03711
H 2.66207 -0.15461 -1.67943
*
```

## Properties
LUMO energy	0.008	Eh
highest occupied orbital energy	-8.257	eV

---

(2)
C36H44Cl12N4O8 | the ωB97M-V functional and the def2-TZVPD basis

```
! RIJCOSX wB97M-V def2-TZVPD def2/J DEFGRID3
* xyz 0 1
Cl -0.73384 14.77302 -1.65768
C -2.43400 14.42135 -1.29075
C -3.22439 13.95731 -2.48959
Cl -2.64066 12.42901 -3.16290
H -2.81845 15.37292 -0.93076
H -2.55130 13.67641 -0.50645
H -3.24778 14.70120 -3.28357
H -4.25426 13.86679 -2.15191
Cl -11.53072 13.41194 -4.62024
C -12.98523 14.26689 -4.11332
C -13.52051 13.77434 -2.78374
Cl -12.67531 14.43986 -1.37644
H -13.72257 14.10279 -4.89785
H -12.84504 15.34688 -4.07272
H -13.49113 12.68873 -2.76451
H -14.56754 14.07295 -2.77434
Cl -7.13691 15.03950 -6.60261
C -8.14395 13.80103 -5.81305
C -7.35103 13.04139 -4.77982
Cl -7.03514 14.22612 -3.46982
H -8.51103 13.12309 -6.58659
H -9.04836 14.24478 -5.40392
H -6.39659 12.76001 -5.21350
H -7.93585 12.23107 -4.35467
Cl -6.89030 9.93298 -2.55628
C -5.39545 10.52743 -3.33443
C -4.20587 9.68334 -2.86763
Cl -4.51395 7.93159 -3.13760
H -5.28252 11.54343 -2.97406
H -5.49082 10.43530 -4.40888
H -4.03200 9.87955 -1.81330
H -3.29081 9.86416 -3.42006
Cl -3.29727 15.14876 -8.39549
C -3.05365 16.78444 -7.72675
C -4.17655 17.09973 -6.77152
Cl -4.05556 16.15067 -5.25325
H -3.02468 17.45742 -8.57797
H -2.09637 16.68163 -7.22415
H -5.14982 16.82969 -7.17091
H -4.23262 18.15480 -6.50231
Cl -9.35621 11.88028 -1.37049
C -10.86025 11.08896 -1.84194
C -10.62234 10.16411 -3.02063
Cl -12.13028 9.78047 -3.89099
H -11.57221 11.85898 -2.11566
H -11.27046 10.51652 -1.01363
H -10.10000 9.24841 -2.76405
H -9.99224 10.68755 -3.73854
C -6.23899 19.28345 -2.98110
C -6.41165 18.19928 -3.82064
C -6.87845 18.35458 -5.12016
C -7.17832 19.63834 -5.54859
C -6.91573 20.73309 -4.74339
C -6.46504 20.57081 -3.44353
N -7.71716 19.82050 -6.88748
O -7.47782 18.94577 -7.70468
O -8.38789 20.81075 -7.11011
H -5.87246 19.08636 -1.97995
H -6.24340 17.18859 -3.46990
H -7.05744 17.48102 -5.73696
H -7.12380 21.73922 -5.08962
H -6.37542 21.43105 -2.79575
C -5.97849 13.29470 1.28982
C -6.59919 13.82429 0.16212
C -6.66472 15.17507 -0.07962
C -6.02980 16.02966 0.83768
C -5.47530 15.52101 1.97693
C -5.39042 14.13767 2.21705
N -5.94126 17.42706 0.49829
O -6.67161 17.84964 -0.37346
O -5.11816 18.09726 1.06881
H -5.96575 12.23471 1.52060
H -7.05351 13.13203 -0.53866
H -7.00398 15.54376 -1.03676
H -4.95883 16.11467 2.72388
H -4.95761 13.84141 3.15877
C 0.21514 11.32149 -8.14518
C -0.30684 10.03778 -8.22431
C -1.60864 9.78378 -7.81386
C -2.40034 10.83005 -7.37394
C -1.88879 12.11160 -7.31579
C -0.60848 12.36835 -7.75037
N -3.74556 10.58918 -6.89027
O -4.48275 11.53568 -6.75317
O -4.04465 9.44027 -6.64528
H 1.25953 11.50422 -8.36253
H 0.30723 9.18710 -8.48474
H -1.95687 8.76141 -7.78536
H -2.46316 12.93715 -6.91374
H -0.18882 13.36607 -7.74278
C -10.47443 16.75968 -3.75147
C -10.05516 16.10984 -2.59507
C -9.90418 16.81230 -1.40616
C -10.15802 18.17168 -1.41868
C -10.63340 18.83251 -2.53924
C -10.87853 18.08749 -3.67840
N -9.82283 18.95550 -0.22335
O -9.57085 20.13100 -0.39398
O -9.80517 18.38981 0.84361
H -10.52519 16.16476 -4.65678
H -9.73006 15.08022 -2.68853
H -9.48786 16.31051 -0.54575
H -10.88941 19.88020 -2.54673
H -11.18823 18.54847 -4.61113
*
```

## Properties
LUMO energy	-0.027	Eh
ΔE to the lowest compared entry with this formula, charge and spin	4.2	kcal per mole
SMILES	O=[N+]([O-])c1ccccc1.O=[N+]([O-])c1ccccc1.O=[N+]([O-])c1ccccc1.O=[N+]([O-])c1ccccc1.ClCCCl.ClCCCl.ClCCCl.ClCCCl.ClCCCl.ClCCCl
highest occupied orbital energy	-9.784	eV

---

(3)
C36H45BeCl2N3O5SSe2Si | the ωB97M-V functional and the def2-TZVPD basis

```
! RIJCOSX wB97M-V def2-TZVPD def2/J DEFGRID3
* xyz 0 1
Be -0.41041 -0.42624 -0.49867
Se -1.86691 0.58946 -2.86117
Se -3.45661 -1.46514 -0.89247
C -2.08211 -2.62734 -0.51657
C -2.34721 -4.00644 -0.48507
C -1.34251 -4.89184 -0.20697
C -0.06641 -4.38704 0.05403
C 0.12499 -3.02894 -0.00167
N -0.84631 -2.15064 -0.28617
C -2.16601 1.46376 -1.24247
C -3.09141 2.50136 -1.15987
C -3.18161 3.20996 0.01893
C -2.33451 2.86476 1.06433
C -1.49211 1.78126 0.91073
N -1.41671 1.07406 -0.21387
H -3.35421 -4.33024 -0.69427
H -1.52781 -5.95554 -0.19177
H 0.76189 -5.04144 0.27513
H 1.09579 -2.59584 0.18063
H -3.74461 2.70736 -1.99357
H -3.88891 4.01886 0.11863
H -2.35321 3.41406 1.99193
H -0.85261 1.44786 1.70743
C -2.84331 -0.67754 2.79803
C -1.42191 -0.94764 3.29463
C -1.11061 -0.04514 4.48753
C -1.27941 -2.42414 3.66403
O -0.52531 -0.63254 2.22883
Si 1.09699 -0.49154 2.21773
S 1.50489 -0.14694 0.18513
O 1.59459 -1.92954 2.77193
C 2.76819 -2.46554 3.35003
C 2.57449 -3.98574 3.41713
C 2.92889 -1.87684 4.75423
C 3.97659 -2.15164 2.47093
O 1.61579 0.74696 3.13933
C 2.42759 1.90276 2.94873
C 2.54119 2.55886 4.32983
C 3.80989 1.50086 2.43633
C 1.78549 2.86846 1.94933
H -3.57071 -1.01294 3.53293
H -3.02031 -1.21014 1.86803
H -2.99441 0.38366 2.61643
H -1.82251 -0.20304 5.29343
H -1.16441 0.99506 4.17163
H -0.10471 -0.24284 4.84623
H -1.93611 -2.67274 4.49323
H -0.25231 -2.63514 3.94153
H -1.53001 -3.04364 2.80543
H 1.69309 -4.23884 4.00033
H 3.44409 -4.45004 3.87473
H 2.44479 -4.38274 2.41323
H 2.12009 -2.21944 5.39723
H 2.87839 -0.79274 4.69363
H 3.87839 -2.17284 5.19093
H 3.76569 -2.45474 1.44823
H 4.85899 -2.67464 2.82973
H 4.16689 -1.08524 2.46533
H 3.01839 1.87626 5.02923
H 1.55329 2.80696 4.70933
H 3.13509 3.46536 4.26323
H 4.32379 0.89146 3.17613
H 4.41289 2.38226 2.23673
H 3.69419 0.93556 1.51473
H 0.78709 3.15156 2.27233
H 1.72179 2.39576 0.97263
H 2.39049 3.76816 1.86613
Cl -3.18571 2.30396 -4.59567
C -1.69901 3.20996 -4.54247
C -1.71161 4.38616 -3.80797
C -0.56661 5.14486 -3.67617
C 0.60089 4.72316 -4.28997
C 0.60499 3.55376 -5.01547
Cl 2.09349 3.05116 -5.74627
C -0.53611 2.73496 -5.16927
N -0.42991 1.61856 -5.96657
C -1.01041 0.34006 -5.75087
C -2.21601 0.02016 -6.36437
C -2.79331 -1.22424 -6.18407
C -2.14541 -2.18064 -5.42317
C -0.91831 -1.89024 -4.85017
C -0.32921 -0.63844 -5.00327
C 0.95459 -0.32264 -4.27387
C 0.61589 0.34976 -2.95697
O 1.04209 1.40266 -2.59637
O -0.34001 -0.34684 -2.23367
H -2.63211 4.70306 -3.34577
H -0.57281 6.05126 -3.09467
H 1.50649 5.29846 -4.18467
H 0.51279 1.54846 -6.34557
H -2.70401 0.76726 -6.96877
H -3.74291 -1.44394 -6.64537
H -2.59281 -3.15024 -5.27047
H -0.41081 -2.64504 -4.26827
H 1.61369 0.34736 -4.82877
H 1.49569 -1.24184 -4.04487
*
```

## Properties
LUMO energy	-0.005	Eh
ΔE to the lowest compared entry with this formula, charge and spin	62.5	kcal per mole
highest occupied orbital energy	-6.361	eV

---

(4)
C36H45F3MoN11OS2Se | the ωB97M-V functional and the def2-TZVPD basis

```
! RIJCOSX wB97M-V def2-TZVPD def2/J DEFGRID3
* xyz 1 3
Mo 1.97416 0.02605 -0.57256
N -1.70788 1.30123 -3.03408
C -0.60909 0.72608 -2.45453
S 0.48256 1.77246 -1.61807
N -0.50120 -0.55341 -2.52196
N 0.60767 -1.08056 -1.85473
C 0.64313 -2.36514 -2.00928
C 1.66802 -3.27598 -1.58503
C 1.46806 -4.65874 -1.71139
C 2.44977 -5.54351 -1.33066
C 3.65813 -5.04874 -0.82685
C 3.88817 -3.69061 -0.73089
C 2.89488 -2.79453 -1.12368
O 3.11242 -1.48914 -1.08051
H -1.62729 2.26858 -3.29620
H -2.21984 0.71269 -3.67222
H -0.20732 -2.77552 -2.54520
H 0.52738 -5.01939 -2.11255
H 2.29633 -6.61004 -1.42786
H 4.42892 -5.74096 -0.51145
H 4.82452 -3.29802 -0.35276
F 5.13710 -1.54754 3.37462
C 4.07188 -2.20176 3.82926
F 4.46841 -3.45138 4.12824
F 3.70623 -1.62066 4.98599
C 2.91022 -2.23331 2.87050
C 1.97223 -3.22859 3.06602
C 0.85484 -3.30937 2.24847
C 0.69765 -2.35601 1.27500
N 1.58124 -1.36195 1.09616
C 2.71038 -1.30056 1.84111
S 3.79612 -0.05167 1.32042
H 2.12560 -3.95695 3.85225
H 0.11369 -4.08633 2.37406
H -0.16574 -2.34593 0.62784
C -5.69842 3.77668 1.85740
C -4.51267 2.92343 2.30268
C -3.23400 3.18172 1.50780
C -3.27899 2.71014 0.05411
N -3.75021 1.33611 -0.10908
C -3.05478 0.22615 0.23596
Se -1.42267 0.16266 1.07758
N -3.77983 -0.84571 -0.16639
C -3.32561 -2.23230 -0.10977
C -3.41786 -2.87610 1.26822
C -4.80507 -2.82359 1.91975
C -5.20150 -1.44311 2.46906
C -4.94306 -0.41770 -0.80422
C -5.99210 -1.11856 -1.37940
C -7.01657 -0.37450 -1.94356
C -6.98939 1.02249 -1.92988
C -5.94307 1.71728 -1.34326
C -4.92294 0.96914 -0.77355
H -6.56036 3.61506 2.50564
H -6.01226 3.53783 0.83931
H -5.44885 4.84039 1.89355
H -4.77054 1.86166 2.23440
H -4.30576 3.11979 3.35696
H -2.39716 2.68772 2.00204
H -3.02034 4.25584 1.48436
H -2.28544 2.77530 -0.39127
H -3.95379 3.33640 -0.52608
H -2.29604 -2.25074 -0.47296
H -3.93978 -2.78776 -0.81769
H -2.69028 -2.40723 1.93447
H -3.12021 -3.92080 1.13379
H -4.80660 -3.53985 2.74274
H -5.55959 -3.17281 1.20581
H -4.32729 -0.91638 2.86308
H -5.92406 -1.54286 3.28033
H -5.66032 -0.81013 1.70695
H -6.02251 -2.20070 -1.38739
H -7.85285 -0.88546 -2.40210
H -7.80096 1.57476 -2.38464
H -5.93372 2.79880 -1.33672
C 1.12808 3.34563 2.59586
C 1.41966 2.35296 1.57555
N 1.62310 1.57583 0.76826
H 0.25268 3.01946 3.15664
H 0.91554 4.30312 2.12435
H 1.97477 3.44752 3.27213
C 7.12323 2.60003 -0.48534
C 7.24974 2.91619 -1.97319
C 6.57700 4.24242 -2.31780
C 6.72548 1.77929 -2.85283
N 5.29052 1.52662 -2.67147
C 4.66973 0.87048 -1.71110
N 3.37151 1.00505 -1.90356
N 3.21809 1.76747 -3.02358
N 4.36369 2.08770 -3.47898
H 7.59335 3.38781 0.10426
H 7.60796 1.65518 -0.22375
H 6.07560 2.54990 -0.17273
H 8.31229 2.98535 -2.22006
H 5.51103 4.21970 -2.07581
H 6.67523 4.48108 -3.37860
H 7.02877 5.05376 -1.74553
H 7.24687 0.84875 -2.63565
H 6.85381 2.02247 -3.90424
H 5.13830 0.28239 -0.93837
*
```

## Properties
LUMO energy (alpha / beta)	-0.091 / -0.124	Eh
ΔE to the lowest compared entry with this formula, charge and spin	21.6	kcal per mole
highest occupied orbital energy (alpha / beta)	-9.607 / -9.590	eV

---

(5)
C36H45N9 | the ωB97M-V functional and the def2-TZVPD basis

```
! RIJCOSX wB97M-V def2-TZVPD def2/J DEFGRID3
* xyz 0 1
N 2.36150 4.77469 0.21044
C 3.58495 4.63341 0.75935
C 3.41381 4.64711 2.11097
C 1.93174 4.30797 2.30724
C 1.31955 4.59246 1.13029
H 2.39698 4.86145 -0.73641
H 4.37262 4.76291 0.31936
H 4.29140 4.60124 2.73232
H 1.28888 3.97993 3.21164
H 0.29843 4.73804 0.62573
N -0.81676 0.69476 6.56075
C -1.70356 1.76161 7.08397
C -2.43850 2.13767 6.03446
C -2.09868 1.18940 4.95067
C -1.12486 0.45890 5.28594
H -0.03067 0.24793 7.13517
H -1.88504 2.18621 8.13659
H -3.28292 2.75046 5.86191
H -2.51894 1.01689 3.92433
H -0.44211 -0.38229 4.73787
N -2.89146 0.60623 -6.38516
C -3.71241 0.75463 -5.26588
C -2.82459 0.66721 -4.26114
C -1.49290 0.38004 -4.72967
C -1.55896 0.28937 -6.06691
H -3.39141 0.58628 -7.27536
H -4.67726 0.88759 -5.30504
H -3.12589 0.85001 -3.23245
H -0.55728 0.34699 -4.32316
H -0.80693 0.07100 -6.70216
N -0.80989 -0.52565 -0.47430
C 0.24187 0.20703 -0.95119
C 0.15691 1.36627 -0.21532
C -0.81232 1.29811 0.86133
C -1.52075 0.02734 0.58975
H -1.10934 -1.40444 -0.90735
H 0.72796 -0.20101 -1.83217
H 0.92272 2.15403 -0.14716
H -1.14403 1.93059 1.67435
H -2.31805 -0.37201 1.15673
N -5.32918 -3.54972 -0.43499
C -5.48453 -4.73919 0.26919
C -5.35098 -4.58333 1.58982
C -5.02940 -3.08570 1.57263
C -5.03906 -2.43115 0.35110
H -5.39276 -3.70948 -1.36938
H -5.68920 -5.57285 -0.45945
H -5.22779 -5.29887 2.48490
H -4.88982 -2.39120 2.50217
H -4.76037 -1.42487 0.04049
N 5.67935 -1.92062 0.01941
C 4.49651 -1.40603 0.42068
C 3.69957 -1.31099 -0.67446
C 4.52211 -1.89614 -1.82042
C 5.74811 -2.29162 -1.26327
H 6.45158 -2.07408 0.63300
H 4.21933 -1.30773 1.49883
H 2.74421 -0.97798 -0.47317
H 4.39922 -1.85087 -2.95720
H 6.67772 -2.67227 -1.82947
N 0.28640 -3.03263 4.01563
C -0.06821 -2.16140 3.01353
C 0.99317 -1.84676 2.19846
C 2.09364 -2.67017 2.84056
C 1.70234 -3.33281 3.95707
H -0.23673 -3.34928 4.68116
H -1.20196 -1.86819 2.96392
H 1.20451 -1.45907 1.23950
H 3.21064 -2.71748 2.24314
H 2.14346 -4.05318 4.70798
N -0.70011 -3.93479 -1.15798
C 0.40970 -3.39969 -1.80199
C -0.17794 -2.58321 -2.83547
C -1.68629 -2.75162 -2.72899
C -1.90918 -3.67991 -1.70963
H -0.72400 -4.66076 -0.25193
H 1.22106 -3.74133 -1.61929
H 0.46966 -2.18295 -3.44750
H -2.33500 -2.23526 -3.56275
H -2.77289 -3.95198 -1.14229
N 1.33134 4.61086 -2.68046
C 2.15657 3.47876 -2.72758
C 3.38057 3.84058 -3.21768
C 3.20229 5.37058 -3.50904
C 1.94962 5.73795 -2.98877
H 0.20637 4.71297 -2.50013
H 1.82290 2.71937 -2.26778
H 4.09325 3.08877 -3.22520
H 3.80702 5.96385 -4.12663
H 1.46939 6.70312 -3.05064
*
```

## Properties
LUMO energy	0.022	Eh
ΔE to the lowest compared entry with this formula, charge and spin	315.1	kcal per mole
SMILES	c1cc[nH]c1.c1cc[nH]c1.c1cc[nH]c1.c1cc[nH]c1.c1cc[nH]c1.c1cc[nH]c1.c1cc[nH]c1.c1cc[nH]c1.c1cc[nH]c1
highest occupied orbital energy	-7.855	eV

---

no.,molecular weight (g/mol)
1,712.76
2,1086.20
3,897.76
4,943.86
5,603.82